Formula: C16H26O11S
Source: the OMol25 dataset
Level of theory: wB97M-V/def2-TZVPD

Each line ends with the Löwdin charge.
Element x y z (Å)
C 34.24 7.58 1.34  0.055
C 33.02 8.61 1.33  -0.181
C 33.11 9.88 0.31  -0.057
O 32.33 9.35 -0.74  0.084
C 31.56 8.37 -0.41  -0.530
O 30.66 7.96 -1.24  0.066
O 31.85 7.93 0.81  0.046
H 34.45 7.44 0.27  0.114
H 33.75 6.65 1.48  0.085
H 34.92 7.67 1.88  -0.058
H 32.51 8.88 2.30  0.166
H 34.13 10.24 0.01  0.143
H 32.88 10.72 0.92  0.104
C 26.17 5.07 5.35  -0.023
C 25.49 6.18 4.48  -0.310
C 24.58 7.09 5.30  -0.117
O 25.17 8.34 5.22  0.103
C 26.19 8.34 4.38  -0.541
O 26.88 9.25 4.05  0.175
O 26.28 7.11 3.72  0.044
H 27.04 5.66 5.80  0.112
H 26.62 4.25 4.76  0.061
H 25.51 4.60 6.06  0.072
H 24.96 5.46 3.72  0.174
H 24.54 6.84 6.26  0.076
H 23.51 7.04 4.93  0.163
C 27.99 0.88 2.61  -0.031
C 29.05 -0.02 1.85  -0.336
C 28.48 -1.14 1.01  -0.131
O 28.84 -0.79 -0.23  0.090
C 29.45 0.36 -0.39  -0.433
O 29.90 0.88 -1.40  0.145
O 29.54 0.89 0.96  0.014
H 27.20 1.24 1.95  0.082
H 28.38 1.67 3.26  0.074
H 27.56 0.31 3.44  0.074
H 29.78 -0.29 2.68  0.165
H 27.37 -1.19 1.04  0.153
H 28.92 -2.10 1.20  0.134
C 29.60 5.43 0.47  -0.177
C 28.63 6.40 1.11  -0.209
C 27.24 5.97 0.67  -0.224
S 27.27 4.23 0.87  0.646
O 26.47 3.62 -0.20  -0.326
O 27.02 3.88 2.22  -0.321
C 28.97 4.01 0.54  -0.176
H 30.43 5.60 0.92  0.047
H 29.56 5.70 -0.51  0.084
H 28.75 7.45 1.17  0.099
H 28.67 6.18 2.28  0.157
H 26.97 6.09 -0.41  0.134
H 26.62 6.32 1.50  0.083
H 29.03 3.75 -0.41  0.047
H 29.46 3.35 1.25  0.110

SMILES: C[C@H]1COC(=O)O1.C[C@H]1COC(=O)O1.C[C@H]1COC(=O)O1.O=S1(=O)CCCC1
F_max in Eh/bohr: 0.333
Charge: 0
HOMO level in eV: -9.953
Spin multiplicity: 1
Relative energy (zero: lowest compared OMol25 entry of this formula, charge and spin) in eV: 0.000
Gap between HOMO and LUMO in eV: 10.5